Entry 1:
Here is a structure of composition C3H4O2Yb from the Open Molecules 2025 dataset. Energies are from ωB97M-V/def2-TZVPD.

Structure (XYZ):
```
10
Properties=species:S:1:pos:R:3:mulliken_charge:R:1
C 0.68076 1.52920 -0.29326 -0.49
C -0.15549 0.42728 -0.85845 -0.03
H 0.24588 -0.17300 -1.68735 0.35
H -1.09386 0.94307 -1.16392 0.28
C -0.59454 -0.39094 0.32596 0.08
O -0.67025 -1.61654 0.26709 -0.48
Yb -1.49577 -3.56353 1.38291 1.74
H -0.98323 0.14064 1.21161 0.39
O 1.71100 1.00961 0.29308 -0.30
H 2.35550 1.69422 0.52233 0.46
```

Its charge is +2. The total energy comes out at -1425.11055 hartree. Its spin multiplicity is 1.

---

Entry 2:
Here is a structure of composition C3H4O3 from the Open Molecules 2025 dataset. Energies are from ωB97M-V/def2-TZVPD.

Structure (XYZ):
```
10
Properties=species:S:1:pos:R:3:mulliken_charge:R:1
O -0.41607 0.18521 -1.65603 -0.61
C -0.35075 -0.45736 -0.43092 0.14
C 0.91514 -0.62348 0.50224 -0.34
O 0.37727 0.44048 1.39884 -0.34
C -0.53029 0.71798 0.47368 0.56
O -0.99924 1.77708 0.11503 -0.56
H -0.86999 1.11248 -1.26924 0.39
H -1.01303 -1.32638 -0.30455 0.27
H 1.86335 -0.27792 0.09171 0.23
H 1.02361 -1.54810 1.07923 0.25
```

The total energy comes out at -342.36605 hartree. Its spin multiplicity is 1.

---

Entry 3:
Here is the molecule C3H4O3 from the Open Molecules 2025 dataset. Energies are from ωB97M-V/def2-TZVPD.

Structure (XYZ):
```
10
Properties=species:S:1:pos:R:3:mulliken_charge:R:1
O -1.83460 0.60702 1.86929 -0.51
C -1.02296 0.33619 1.04039 0.66
O 0.18020 -0.23382 1.29215 -0.33
C 0.80820 -0.58092 0.06084 -0.27
C 0.06385 0.29117 -0.95089 -0.27
O -1.16973 0.55481 -0.28878 -0.33
H 1.87387 -0.35634 0.13209 0.26
H 0.66891 -1.65218 -0.11709 0.25
H 0.57804 1.24005 -1.13846 0.25
H -0.14578 -0.20600 -1.89955 0.27
```

The total energy comes out at -342.44194 hartree. As for the SMILES: O=C1OCCO1. Its spin multiplicity is 1.

---

| no. | LUMO energy (Eh) |
| --- | --- |
| 1 | -0.38858 |
| 2 | 0.02912 |
| 3 | 0.02645 |